(1)
A cluster of 12 separate species, C29H86N14O16 in total at a distorted geometry. Source: the OMol25 dataset; level of theory: the ωB97M-V functional and the def2-TZVPD basis.

Each line ends with the Mulliken charge.
Positions of all 145 atoms, in Å:
C: 5.74 -1.37 -5.09  -0.846
O: 5.22 -1.10 -3.82  -0.173
C: 5.57 -1.96 -2.74  -0.838
C: 4.92 -1.45 -1.40  -0.755
N: 3.39 -1.42 -1.57  0.051
C: 2.70 -2.72 -1.36  -0.745
C: 1.40 -3.09 -2.17  0.655
O: 1.60 -3.05 -3.56  -0.270
C: 2.61 -3.99 -3.99  -0.775
H: 5.41 -2.33 -5.46  0.275
H: 6.82 -1.53 -5.09  0.341
H: 5.47 -0.53 -5.73  0.227
H: 6.63 -1.73 -2.62  0.589
H: 5.35 -3.02 -2.89  0.368
H: 5.28 -0.42 -1.33  0.237
H: 5.29 -1.89 -0.47  0.460
H: 3.20 -1.08 -2.50  0.344
H: 2.37 -2.71 -0.32  -0.031
H: 3.33 -3.60 -1.48  0.478
H: 0.61 -2.37 -1.98  -1.215
H: 1.09 -4.12 -2.02  0.583
H: 2.94 -3.71 -4.99  0.291
H: 2.34 -5.03 -4.14  0.318
H: 3.46 -4.18 -3.33  0.258
C: -4.18 -0.50 3.57  -0.394
O: -3.16 0.37 4.13  -0.488
C: -1.95 0.49 3.45  0.231
C: -1.28 1.87 3.75  0.437
N: -0.99 1.99 5.10  -0.310
C: -0.94 3.43 5.45  -0.095
C: -0.79 3.53 6.97  -0.770
O: -2.05 3.96 7.49  -0.437
C: -3.13 3.10 7.47  -0.555
H: -4.01 -1.53 3.87  0.240
H: -4.23 -0.21 2.52  0.016
H: -5.18 -0.28 3.96  0.267
H: -1.93 0.50 2.36  -0.153
H: -1.38 -0.40 3.71  -0.103
H: -1.90 2.68 3.38  0.454
H: -0.39 1.78 3.12  -0.741
H: -1.74 1.55 5.61  0.313
H: -1.79 3.97 5.04  0.477
H: 0.07 3.72 5.16  0.001
H: 0.14 4.00 7.30  0.401
H: -0.66 2.55 7.43  0.419
H: -4.07 3.58 7.74  0.289
H: -2.95 2.24 8.11  0.298
H: -3.44 2.73 6.49  0.150
C: 5.57 2.47 -3.15  -0.495
O: 4.73 3.07 -2.15  -0.417
C: 3.40 2.68 -2.20  -0.509
C: 2.72 3.42 -1.03  0.001
N: 3.31 2.90 0.20  0.116
C: 2.96 3.46 1.55  -1.460
C: 1.57 3.22 1.94  0.751
O: 0.58 4.03 1.24  -0.186
C: 0.90 5.38 1.09  -1.112
H: 6.57 2.88 -3.02  0.306
H: 5.15 2.52 -4.15  0.296
H: 5.64 1.42 -2.87  0.007
H: 3.27 1.60 -2.22  -0.130
H: 2.95 2.98 -3.14  0.579
H: 1.63 3.39 -1.11  0.042
H: 2.90 4.45 -1.36  0.128
H: 4.30 3.00 0.03  0.307
H: 3.28 4.50 1.67  0.492
H: 3.66 2.92 2.19  0.593
H: 1.71 3.33 3.02  -0.240
H: 1.31 2.17 1.83  -0.422
H: 1.14 5.88 2.03  0.238
H: -0.02 5.79 0.66  0.536
H: 1.62 5.68 0.33  0.316
C: -4.26 1.25 -6.57  -0.723
O: -3.98 0.05 -5.87  -0.453
C: -2.74 0.11 -5.07  -0.455
C: -2.17 -1.30 -4.68  -0.220
N: -2.96 -1.89 -3.60  -0.237
C: -2.24 -3.04 -3.09  0.453
C: -3.14 -3.56 -1.94  -1.080
O: -2.87 -2.88 -0.68  -0.413
C: -3.81 -3.06 0.47  -1.143
H: -5.34 1.43 -6.60  0.280
H: -3.86 1.28 -7.58  0.258
H: -3.84 2.06 -5.98  0.283
H: -3.01 0.66 -4.17  0.127
H: -2.07 0.69 -5.71  0.533
H: -1.15 -1.08 -4.36  0.145
H: -2.07 -1.78 -5.65  0.382
H: -3.06 -1.26 -2.82  0.118
H: -1.22 -2.77 -2.81  -0.556
H: -2.04 -3.90 -3.74  0.480
H: -2.90 -4.62 -1.80  0.609
H: -4.20 -3.45 -2.16  0.383
H: -3.49 -2.48 1.34  0.173
H: -3.98 -4.13 0.56  0.416
H: -4.80 -2.65 0.26  0.431
N: -0.81 -4.77 0.58  0.289
C: 0.00 -5.49 1.27  0.538
N: -0.56 -6.34 2.11  -0.347
O: 1.23 -5.47 1.18  -0.668
H: -1.82 -4.85 0.56  0.171
H: -0.24 -3.98 0.34  -0.486
H: -0.03 -6.87 2.78  0.221
H: -1.56 -6.53 2.12  0.166
N: 0.92 -2.42 4.99  -0.329
C: 0.43 -2.80 3.86  0.392
N: -0.54 -3.72 3.99  -0.379
O: 0.86 -2.49 2.77  -0.427
H: 1.78 -1.89 4.95  0.227
H: 0.57 -2.77 5.86  0.138
H: -0.92 -3.70 4.93  0.155
H: -1.13 -4.11 3.27  0.196
N: -1.31 2.76 -0.15  0.732
C: -2.00 3.48 -1.04  0.408
N: -1.73 4.75 -0.87  -0.280
O: -2.77 3.06 -1.90  -0.780
H: -0.68 3.31 0.41  0.168
H: -1.32 1.75 -0.06  -0.085
H: -2.14 5.49 -1.42  0.265
H: -0.78 4.88 -0.56  -0.002
N: -1.01 -1.47 0.55  1.844
C: -0.52 -0.55 -0.18  0.490
N: 0.36 0.10 0.55  1.834
O: -0.87 -0.17 -1.25  -0.770
H: -0.31 -1.80 1.21  -0.790
H: -1.80 -2.01 0.24  -0.078
H: 0.74 1.00 0.32  -0.698
H: 0.67 -0.32 1.42  -0.648
N: -4.18 -0.01 -1.30  0.036
C: -5.07 0.55 -0.53  0.644
N: -4.64 1.72 -0.48  -0.234
O: -5.91 -0.01 0.10  -0.706
H: -4.08 -1.01 -1.38  -0.432
H: -3.44 0.67 -1.40  -0.130
H: -3.87 2.08 -1.02  -0.010
H: -4.97 2.29 0.29  0.256
O: 3.16 -0.27 1.05  -0.364
H: 3.52 0.60 0.87  0.100
H: 3.19 -0.72 0.21  0.272
O: 3.15 -0.84 3.63  -0.752
H: 4.05 -0.85 3.29  0.251
H: 2.60 -0.92 2.85  0.420
O: -0.54 2.25 -3.84  -0.576
H: -1.06 2.93 -4.27  0.308
H: -1.10 1.93 -3.13  0.147

Properties
E_tot, eV: -85082.795
Energy above the lowest of the compared OMol25 structures with the same formula, charge and spin, eV: 3.434
LUMO level, hartree: 0.0115
HOMO level, eV: -8.4

(2)
A cluster of 11 separate species, C29H86N16O11 in total at a distorted geometry. Source: the OMol25 dataset; level of theory: the ωB97M-V functional and the def2-TZVPD basis.

Each line ends with the Mulliken charge.
Positions of all 142 atoms, in Å:
C: -13.66 4.46 -18.40  -0.235
O: -14.92 5.08 -18.41  -0.439
C: -14.89 6.44 -18.03  -0.509
C: -16.08 6.81 -17.16  0.445
C: -17.35 6.10 -17.56  -1.411
N: -16.19 8.29 -17.14  -0.682
H: -13.75 3.46 -18.83  0.009
H: -13.26 4.33 -17.39  0.292
H: -12.93 5.01 -19.01  0.104
H: -13.97 6.75 -17.52  0.268
H: -14.94 7.02 -18.97  0.230
H: -15.76 6.53 -16.15  0.257
H: -17.33 5.03 -17.37  0.315
H: -17.54 6.23 -18.63  0.325
H: -18.24 6.56 -17.10  0.406
H: -16.78 8.57 -17.92  0.272
H: -16.76 8.49 -16.32  0.271
C: -16.13 -0.11 -22.12  -0.809
O: -15.21 0.73 -21.43  -0.288
C: -13.88 0.28 -21.48  -0.914
C: -13.04 1.24 -20.67  1.664
C: -12.88 2.61 -21.27  -1.823
N: -11.67 0.66 -20.49  -0.581
H: -16.16 0.26 -23.15  0.290
H: -17.10 0.04 -21.65  0.227
H: -15.88 -1.17 -22.06  0.327
H: -13.76 -0.74 -21.10  0.400
H: -13.54 0.26 -22.53  0.367
H: -13.47 1.24 -19.66  -0.002
H: -12.28 2.51 -22.19  0.475
H: -12.25 3.29 -20.70  0.161
H: -13.79 3.08 -21.63  0.426
H: -11.18 1.36 -19.93  -0.420
H: -11.77 -0.11 -19.82  0.408
C: -12.90 -1.16 -16.91  -0.441
O: -12.84 -0.36 -15.76  -0.434
C: -12.25 0.93 -15.97  -0.805
C: -10.96 0.94 -16.75  1.200
C: -9.76 0.48 -15.93  -1.371
N: -10.75 2.32 -17.26  0.525
H: -13.26 -0.62 -17.79  0.043
H: -13.65 -1.93 -16.71  0.305
H: -11.97 -1.68 -17.13  0.253
H: -13.00 1.55 -16.47  0.326
H: -12.12 1.34 -14.96  0.388
H: -11.07 0.34 -17.65  -0.386
H: -8.85 0.55 -16.52  0.236
H: -9.89 -0.55 -15.58  0.389
H: -9.60 1.07 -15.03  0.318
H: -10.63 2.91 -16.44  0.216
H: -9.89 2.41 -17.81  -0.761
C: -4.59 3.97 -14.20  -0.914
O: -5.41 4.20 -15.30  -0.186
C: -6.57 4.93 -14.98  -1.310
C: -7.54 4.91 -16.14  1.441
C: -6.99 5.47 -17.43  -0.667
N: -8.79 5.64 -15.78  -0.593
H: -4.36 4.91 -13.68  0.329
H: -3.66 3.49 -14.52  0.255
H: -5.05 3.30 -13.45  0.353
H: -7.07 4.55 -14.08  0.418
H: -6.27 5.96 -14.72  0.314
H: -7.93 3.89 -16.25  -0.354
H: -7.11 6.56 -17.46  0.096
H: -7.48 5.06 -18.31  -0.153
H: -5.93 5.24 -17.52  0.643
H: -8.57 6.63 -15.68  0.030
H: -9.11 5.43 -14.84  0.330
C: -5.75 8.22 -24.33  -0.804
O: -5.54 8.28 -22.94  -0.474
C: -6.17 9.40 -22.34  -0.192
C: -5.93 9.33 -20.85  -0.421
C: -6.65 8.19 -20.15  -0.527
N: -6.26 10.61 -20.22  -0.402
H: -5.53 9.18 -24.82  0.390
H: -6.79 7.97 -24.58  0.286
H: -5.08 7.49 -24.78  0.282
H: -5.83 10.34 -22.80  0.449
H: -7.24 9.34 -22.60  -0.070
H: -4.85 9.12 -20.79  0.427
H: -7.72 8.23 -20.33  0.064
H: -6.51 8.28 -19.07  0.256
H: -6.26 7.23 -20.49  0.203
H: -5.91 10.68 -19.27  0.269
H: -5.77 11.37 -20.70  0.237
C: -5.62 1.22 -16.86  -0.736
O: -6.40 0.75 -17.92  -0.468
C: -7.21 1.75 -18.49  0.056
C: -8.30 1.19 -19.35  1.312
C: -7.75 0.32 -20.51  -1.497
N: -9.11 2.30 -19.82  0.112
H: -6.13 1.25 -15.88  0.196
H: -5.22 2.24 -16.99  0.276
H: -4.80 0.52 -16.76  0.375
H: -7.62 2.41 -17.71  -0.627
H: -6.61 2.47 -19.07  0.827
H: -8.94 0.49 -18.80  -0.440
H: -8.43 -0.52 -20.65  0.354
H: -6.76 -0.11 -20.31  0.390
H: -7.58 0.92 -21.41  0.265
H: -9.77 2.03 -20.54  0.402
H: -8.51 2.85 -20.46  -0.390
N: -8.99 10.92 -16.16  -0.427
C: -8.49 9.78 -15.61  0.610
N: -7.52 9.98 -14.66  -0.427
O: -8.90 8.67 -15.94  -0.598
H: -8.64 11.84 -16.00  0.155
H: -9.74 10.81 -16.83  0.197
H: -6.98 9.19 -14.37  0.210
H: -7.24 10.92 -14.45  0.161
N: -9.22 11.93 -19.18  -0.301
C: -9.97 10.89 -19.66  0.476
N: -9.33 10.14 -20.59  0.198
O: -11.13 10.73 -19.31  -0.691
H: -9.70 12.69 -18.74  0.274
H: -8.23 11.98 -19.36  0.155
H: -9.80 9.43 -21.15  -0.029
H: -8.38 10.38 -20.83  0.159
N: -8.19 5.69 -22.07  0.237
C: -7.19 4.77 -22.20  0.330
N: -5.98 5.22 -22.61  -0.232
O: -7.39 3.59 -21.90  -0.759
H: -8.17 6.50 -22.67  0.118
H: -9.01 5.25 -21.64  -0.028
H: -5.84 6.19 -22.85  0.207
H: -5.19 4.61 -22.52  0.199
N: -10.83 8.32 -22.43  -0.341
C: -10.28 8.59 -23.65  0.639
N: -10.99 9.46 -24.42  -0.471
O: -9.19 8.13 -23.99  -0.630
H: -11.75 8.66 -22.20  0.166
H: -10.47 7.50 -21.94  0.119
H: -10.67 9.70 -25.34  0.257
H: -11.94 9.66 -24.16  0.151
N: -10.24 5.10 -18.43  0.947
C: -10.19 6.16 -19.28  0.439
N: -10.04 7.36 -18.65  0.317
O: -10.44 6.08 -20.49  -1.077
H: -9.78 5.15 -17.53  -0.261
H: -10.73 4.24 -18.64  -0.397
H: -10.01 7.46 -17.65  0.034
H: -9.94 8.19 -19.20  -0.325

Properties
E_tot, eV: -77835.258
Energy above the lowest of the compared OMol25 structures with the same formula, charge and spin, eV: 0.267
LUMO level, hartree: 0.0052
HOMO level, eV: -8.6

(3)
A cluster of 12 separate species, C29H87F3N7O16S in total at a distorted geometry. Source: the OMol25 dataset; level of theory: the ωB97M-V functional and the def2-TZVPD basis.

Each line ends with the Mulliken charge.
Positions of all 143 atoms, in Å:
N: -23.23 16.77 -15.55  -0.067
H: -23.27 17.70 -14.99  0.328
H: -24.10 16.26 -15.41  0.439
H: -22.43 16.19 -15.27  0.447
H: -23.12 17.00 -16.56  0.301
N: -22.24 16.17 -21.91  -0.231
H: -22.36 16.71 -22.77  0.362
H: -21.72 15.31 -22.11  0.432
H: -23.17 15.89 -21.59  0.367
H: -21.72 16.74 -21.20  0.414
C: -21.89 20.20 -19.30  -0.333
F: -20.87 20.60 -20.04  0.062
F: -22.08 21.01 -18.29  -0.070
F: -22.96 20.15 -20.09  -0.102
S: -21.52 18.51 -18.63  0.840
O: -20.33 18.71 -17.83  0.639
O: -22.70 18.20 -17.82  -0.852
O: -21.38 17.61 -19.77  -1.192
C: -25.56 19.36 -19.15  0.641
C: -26.47 20.50 -19.52  -0.459
O: -27.48 20.09 -20.43  -0.559
O: -26.39 18.38 -18.49  -0.673
H: -24.81 19.70 -18.43  -0.246
H: -25.08 18.87 -20.01  0.149
H: -25.85 21.24 -20.04  0.284
H: -26.88 20.96 -18.62  0.245
H: -27.76 19.21 -20.13  0.350
H: -25.84 17.68 -18.15  0.291
C: -19.05 15.19 -17.71  0.106
C: -20.02 14.24 -17.05  -0.530
O: -21.28 14.92 -16.82  -0.466
O: -19.48 15.54 -19.01  -0.534
H: -18.05 14.74 -17.67  0.423
H: -18.98 16.09 -17.09  -0.070
H: -19.69 13.72 -16.16  0.395
H: -20.27 13.43 -17.76  0.244
H: -21.76 14.97 -17.65  0.222
H: -20.14 16.23 -18.89  0.099
C: -20.02 21.15 -15.20  0.473
C: -19.54 19.81 -14.70  -0.885
O: -20.29 18.69 -15.11  -0.596
O: -20.90 21.71 -14.20  -0.604
H: -20.51 21.08 -16.18  -0.366
H: -19.22 21.88 -15.33  0.520
H: -19.56 19.86 -13.62  0.453
H: -18.49 19.69 -15.00  0.299
H: -20.33 18.68 -16.09  0.262
H: -20.92 22.66 -14.29  0.273
C: -18.52 24.04 -23.03  -0.278
C: -17.34 24.71 -22.39  -0.751
O: -17.62 25.96 -21.82  -0.654
O: -19.43 23.46 -22.10  0.399
H: -18.20 23.35 -23.82  0.438
H: -19.10 24.80 -23.58  0.294
H: -16.55 24.80 -23.13  0.424
H: -16.87 24.04 -21.65  0.130
H: -18.26 25.81 -21.09  0.349
H: -20.09 22.95 -22.63  0.094
C: -25.09 20.34 -15.64  -1.153
C: -24.88 19.89 -14.20  0.412
C: -26.07 19.13 -13.65  -0.718
O: -27.20 19.94 -13.74  -0.309
C: -28.26 19.47 -12.96  -0.780
N: -23.59 19.15 -14.08  -0.746
H: -24.12 20.58 -16.10  0.064
H: -25.73 21.22 -15.75  0.475
H: -25.57 19.55 -16.23  0.242
H: -24.78 20.78 -13.56  0.340
H: -25.87 18.86 -12.60  0.455
H: -26.24 18.19 -14.20  0.284
H: -28.98 20.26 -12.77  0.262
H: -27.93 19.12 -11.97  0.331
H: -28.77 18.63 -13.44  0.294
H: -23.56 19.02 -13.06  0.321
H: -22.80 19.76 -14.25  -0.158
C: -18.26 20.36 -22.76  0.287
C: -17.90 19.21 -23.69  0.207
C: -19.13 18.72 -24.45  0.490
O: -18.72 17.64 -25.26  -0.477
C: -19.77 17.00 -25.92  -0.211
N: -16.84 19.65 -24.59  -0.770
H: -17.34 20.59 -22.23  0.269
H: -19.10 20.17 -22.09  -0.569
H: -18.48 21.27 -23.34  -0.358
H: -17.50 18.41 -23.06  0.429
H: -19.52 19.54 -25.07  -0.349
H: -19.87 18.34 -23.73  0.009
H: -20.60 16.74 -25.25  0.036
H: -19.37 16.17 -26.49  0.344
H: -20.20 17.70 -26.66  -0.013
H: -16.65 18.91 -25.26  0.356
H: -17.15 20.41 -25.19  0.251
C: -23.48 20.87 -24.10  -1.726
C: -21.99 21.24 -24.03  1.200
C: -21.40 21.41 -25.43  -1.009
O: -21.42 20.16 -26.06  -0.381
C: -20.76 20.19 -27.32  -0.848
N: -21.79 22.43 -23.20  -0.415
H: -23.60 19.86 -24.50  0.328
H: -24.03 21.65 -24.62  0.413
H: -23.93 20.81 -23.10  0.472
H: -21.42 20.36 -23.69  -0.486
H: -20.37 21.73 -25.23  0.339
H: -21.88 22.22 -25.99  0.641
H: -19.67 20.26 -27.20  0.283
H: -21.04 21.08 -27.90  0.360
H: -21.06 19.27 -27.81  0.273
H: -22.43 23.17 -23.49  0.331
H: -22.22 22.17 -22.31  0.008
C: -16.17 18.31 -19.89  -1.384
C: -16.68 19.17 -18.74  -0.060
C: -17.36 20.42 -19.24  0.198
O: -17.66 21.30 -18.18  -0.442
C: -18.18 22.55 -18.63  -0.756
N: -17.51 18.35 -17.84  -0.477
H: -15.53 17.52 -19.51  0.397
H: -15.67 18.93 -20.63  0.458
H: -17.04 17.88 -20.40  0.106
H: -15.83 19.47 -18.12  0.409
H: -18.24 20.20 -19.86  -0.402
H: -16.70 20.93 -19.97  0.744
H: -17.49 22.98 -19.37  0.357
H: -18.20 23.13 -17.71  0.350
H: -19.24 22.53 -18.90  0.216
H: -18.39 18.14 -18.30  0.044
H: -17.81 18.98 -17.09  0.059
C: -21.02 26.61 -21.01  -1.354
C: -20.67 26.09 -19.62  0.353
C: -21.86 25.35 -19.07  -0.659
O: -21.58 24.83 -17.78  -0.273
C: -22.77 24.34 -17.19  -0.536
N: -19.41 25.33 -19.69  -0.467
H: -22.03 27.02 -21.09  0.458
H: -21.00 25.78 -21.73  0.115
H: -20.29 27.36 -21.32  0.352
H: -20.45 26.96 -19.00  0.427
H: -22.14 24.49 -19.70  0.143
H: -22.67 26.08 -19.05  0.455
H: -23.07 23.40 -17.68  0.118
H: -23.58 25.07 -17.18  0.385
H: -22.52 24.11 -16.15  0.180
H: -19.60 24.52 -20.29  -0.202
H: -19.28 24.94 -18.76  0.382

Properties
E_tot, eV: -93653.717
LUMO level, hartree: -0.1297
HOMO level, eV: -10.8
Charge: +1